Record 1
DFT (the ωB97M-V functional and the def2-TZVPD basis) results for a structure of composition C38H44CoN4OP2SSi.

XYZ file:
```
92
Properties=species:S:1:pos:R:3:mulliken_charge:R:1
Co 1.2851 -0.6325 1.0473 -0.45
S -1.6986 4.9102 -2.3727 -0.12
P -0.5355 0.5884 0.7404 1.26
P 1.0517 -0.2093 -1.2650 1.14
Si 0.1154 -4.0271 0.7994 -0.32
O 4.7403 -2.8279 1.9326 -0.68
N 0.8096 -0.8877 2.9498 0.41
N -0.3628 0.7196 -0.9672 0.51
N 0.2374 -2.4425 1.4600 0.27
N 3.0665 -1.3009 1.2134 -0.73
C 1.6256 0.9905 4.2398 -1.12
C -2.1246 2.1518 -2.0207 -0.22
C -1.6230 -4.7323 0.9691 -0.79
C -0.0932 4.4851 1.8391 -1.00
C 0.3642 -2.3119 -5.2767 -0.64
C 0.2420 -2.1202 2.7412 0.66
C -3.5943 -1.3158 2.6138 -0.68
C 0.7636 -0.9533 -2.8827 0.85
C -2.4730 -0.5462 2.3488 -0.22
C -3.9215 -1.6551 0.2572 -0.69
C -0.6917 -1.6496 -4.6697 -0.82
C -0.0593 4.9287 -3.1280 -0.58
C 3.8833 2.6758 -0.6810 -0.95
C 4.2908 3.0370 -1.9584 -0.60
C -2.0713 -0.3259 1.0318 0.62
C 2.3567 1.0464 -1.6290 0.47
C -1.3927 4.8964 2.0993 -0.68
C -4.3242 -1.8648 1.5679 -0.71
C 3.7431 2.4068 -3.0632 -0.94
C 2.9341 1.6819 -0.5256 -0.17
C -0.6450 1.9210 -1.7617 -1.16
C 0.5269 -3.8929 -1.0210 -0.78
C -0.4960 -0.9792 -3.4702 -0.37
C 0.1544 3.1756 1.4616 -0.24
C -2.7918 -0.8951 -0.0108 -0.42
C -2.3486 3.3217 -2.9728 -1.18
C 0.9278 -0.3362 4.1599 0.76
C 1.3405 -5.1880 1.6090 -1.09
C -0.1505 -2.2459 5.1090 -0.60
C 1.6212 -2.3046 -4.6849 -0.87
C -0.8955 2.2672 1.3217 0.93
C -2.4407 3.9961 1.9841 -0.78
C 1.8201 -1.6335 -3.4904 -0.59
C 3.8884 -2.0734 1.5823 0.77
C 2.7788 1.4200 -2.9011 -0.38
C -2.1961 2.6873 1.5949 -0.55
C -0.2557 -2.8231 3.8718 -0.95
C 0.4419 -0.9852 5.2766 -0.99
H 2.4450 -2.8298 -5.1497 0.44
H 1.1713 2.8637 1.2656 0.23
H -1.5880 5.9196 2.3929 0.41
H 2.3516 0.9455 -3.7761 0.38
H 1.3394 -6.1645 1.1175 0.39
H 2.3512 -4.7767 1.5435 0.31
H 4.3234 3.1489 0.1874 0.49
H -3.0202 1.9925 1.4991 0.46
H -0.7188 -3.7913 3.7360 0.39
H -2.4612 -0.7527 -1.0310 0.20
H -1.3243 -0.4752 -2.9896 0.11
H 2.7979 -1.6474 -3.0218 0.58
H 1.1188 -5.3471 2.6665 0.31
H 1.7450 1.4132 3.2431 -0.13
H 1.4804 -3.3748 -1.1504 0.04
H -1.6731 -1.6581 -5.1260 0.43
H 0.7286 5.1832 1.9308 0.49
H 2.6413 1.3545 0.4645 -0.01
H -0.2404 -3.3441 -1.5750 0.21
H -5.2013 -2.4639 1.7757 0.36
H -3.4544 4.3125 2.1925 0.45
H -3.4145 3.4771 -3.1371 0.49
H 4.0688 2.6811 -4.0584 0.44
H -1.7741 -5.2277 1.9314 0.33
H -2.5659 1.2470 -2.4509 0.27
H -2.6460 2.3477 -1.0813 0.16
H 0.2070 -2.8439 -6.2059 0.39
H -1.9024 -0.1312 3.1736 0.41
H 0.6168 4.1996 -2.6814 0.02
H -0.1314 4.7558 -4.2013 0.29
H 1.0683 1.6938 4.8594 0.40
H -0.1271 1.8101 -2.7197 1.10
H -2.3629 -3.9332 0.8837 0.02
H -4.4807 -2.0936 -0.5595 0.38
H -0.2175 2.8016 -1.2747 0.23
H 5.0475 3.7996 -2.0901 0.41
H -1.8283 -5.4691 0.1877 0.40
H -1.8944 3.1202 -3.9458 0.45
H 2.6190 0.8698 4.6748 0.36
H 0.6172 -4.8847 -1.4712 0.58
H -3.8901 -1.4963 3.6391 0.43
H 0.5355 -0.5309 6.2527 0.49
H -0.5299 -2.7733 5.9766 0.43
H 0.3489 5.9250 -2.9663 0.39
```

Results
expectation value of S²	0.7635
energy	-4521.99117	hartree
E_HOMO (alpha / beta)	-0.25954 / -0.25876	Ha
multiplicity	2


Record 2
DFT (the ωB97M-V functional and the def2-TZVPD basis) results for a structure of composition C38H44KN9S3.

XYZ file:
```
95
Properties=species:S:1:pos:R:3:mulliken_charge:R:1
K 0.0715 -0.2436 -0.1392 1.12
S -0.6027 2.9299 -1.8209 0.48
S -2.2322 0.1382 -2.7405 0.20
S 0.1323 1.5707 -4.9032 0.02
N -2.3509 1.5763 1.6514 0.53
N -0.9546 -2.6756 -1.2722 -0.44
N 0.4509 1.1116 2.0728 0.27
N -2.3587 0.6321 0.6884 0.60
N 2.4787 -0.9447 1.7467 1.16
N -2.3332 -3.7210 0.5004 -0.08
N 2.2790 0.9113 -1.5657 0.45
N 1.5922 -1.8900 1.3573 -0.92
N 1.3229 -1.1033 -3.1598 -0.06
C 3.2230 0.2284 5.1716 0.49
C 1.3764 0.8679 3.0503 -0.12
C -0.1225 3.8506 -3.2893 -1.09
C -2.3970 2.8320 -1.9344 -0.71
C -1.3839 2.6440 1.6672 -0.59
C 3.2023 -0.4809 3.9827 0.00
C 3.6151 -1.0057 1.0193 -0.49
C 3.1869 0.1555 -2.2431 0.75
C 2.1896 -2.5284 0.3548 -0.44
C 2.3229 -0.1716 2.9541 -0.81
C -1.9815 -0.3033 -4.4786 -0.88
C 3.4711 -2.0133 0.0987 -0.93
C -1.8748 3.9251 1.4404 0.20
C -3.4779 -0.0534 0.8886 -0.98
C 2.7148 1.8766 -0.7970 0.03
C -1.6016 -3.1983 -0.4679 0.45
C -0.4788 3.2626 -4.6483 -0.70
C 1.4138 1.5743 4.2762 -0.27
C -1.3722 0.7131 -5.4358 -0.97
C 0.2950 4.8094 1.7627 -1.08
C 4.9758 -1.6191 -3.4260 -0.78
C 2.3017 1.2711 5.2869 -1.10
C -1.9991 -3.3313 1.8725 -0.64
C -3.0068 1.7751 -2.8565 -1.10
C 4.0829 2.2112 -0.6734 -1.13
C 4.5725 0.3621 -2.1353 0.90
C 2.6843 -0.9500 -3.0085 -0.06
C -4.2005 0.4408 1.9869 -1.10
C 4.9989 1.4558 -1.3421 -1.03
C 5.4741 -0.5427 -2.7510 -0.99
C 3.5864 -1.8248 -3.5624 -0.57
C -3.7136 -4.0926 0.2208 -0.96
C 0.7864 3.5416 1.9833 0.40
C -0.0294 2.3826 1.9360 -0.31
C 4.1648 -0.1331 6.2890 -1.50
C -1.0563 5.0367 1.4774 0.49
C -1.5786 6.4151 1.1772 -1.67
C -3.4333 1.4878 2.4448 -0.43
H -1.3321 -1.1794 -4.4170 0.31
H -4.3970 -3.2952 0.5283 0.30
H -3.8353 -4.2765 -0.8430 0.37
H -1.3181 6.7291 0.1631 0.25
H 4.3810 3.0347 -0.0389 0.51
H -2.9468 2.0974 -3.8933 0.35
H -2.0973 1.4763 -5.7188 0.46
H -3.5694 2.1712 3.2654 0.49
H 1.8377 3.4024 2.2100 0.58
H -1.1305 0.1784 -6.3561 0.47
H 1.9651 2.4235 -0.2303 0.34
H -2.1957 -4.1694 2.5402 0.30
H 5.6561 -2.3268 -3.8834 0.37
H 0.7030 2.3800 4.4137 0.33
H 3.8133 -1.0025 6.8500 0.27
H 0.9442 -2.0350 -3.1419 0.22
H -3.7152 -0.8736 0.2250 0.60
H -3.9627 -5.0016 0.7679 0.31
H -0.0578 3.8996 -5.4280 0.53
H -1.5578 3.2660 -4.7900 0.30
H 0.9641 3.9203 -3.1931 0.35
H -5.1334 0.0875 2.3900 0.43
H 3.8913 -1.3061 3.8308 0.43
H 4.1759 -2.3126 -0.6587 0.63
H 1.6684 -3.3256 -0.1534 0.39
H -2.7111 2.6390 -0.9096 -0.19
H 6.5406 -0.3798 -2.6620 0.42
H -0.9453 -3.0646 1.9310 0.17
H -1.1644 7.1562 1.8629 0.41
H -2.7909 3.8167 -2.2047 0.65
H -0.5139 4.8692 -3.2211 0.48
H -4.0659 1.6680 -2.6168 0.55
H 0.9773 5.6527 1.8033 0.38
H -2.6653 6.4507 1.2632 0.39
H 0.7272 -0.3795 -2.7959 -0.32
H -2.5955 -2.4683 2.1816 0.23
H 4.4249 -0.3217 1.2085 0.63
H 4.2662 0.6920 6.9947 0.37
H -2.9312 -0.6397 -4.9029 0.57
H 5.1606 -0.3708 5.9106 0.35
H 3.2174 -2.6693 -4.1320 0.46
H -2.9336 4.0411 1.2274 0.19
H 6.0598 1.6626 -1.2563 0.39
H 2.2740 1.8530 6.2028 0.34
```

Results
energy	-3761.76714	hartree
E_HOMO	-0.21935	Ha


Record 3
DFT (the ωB97M-V functional and the def2-TZVPD basis) results for a cluster of 10 separate species, C38H44N10O6 in total.

XYZ file:
```
98
Properties=species:S:1:pos:R:3:mulliken_charge:R:1
O 0.6552 0.5468 -0.3195 -0.57
O -6.4407 -0.1937 -3.2277 -0.49
O 0.3958 -4.0581 -0.2495 -0.47
O 1.4749 -1.0456 0.8258 -0.38
O 1.9920 -5.4504 0.1602 -0.59
O -8.1296 -0.1548 -4.5718 -0.54
N 0.2424 -1.8432 3.5327 -0.14
N 5.2348 -3.7643 -1.7465 -0.58
N 2.9511 4.9768 2.0547 -0.62
N 0.5536 -0.4148 0.3898 1.30
N -7.0966 -0.6474 -4.0924 0.89
N 0.2888 -1.8412 -2.6300 0.02
N -1.2715 2.0770 3.5345 -0.15
N -3.9893 -2.2712 0.5299 -0.65
N 1.3821 -4.6239 -0.6121 1.01
N 0.3994 3.6691 -3.9418 -0.54
C -3.5019 -1.7631 1.6512 -0.22
C 0.9955 2.4110 4.2666 -1.00
C 4.6800 -3.7526 -0.5791 -0.43
C 0.2903 -3.0031 2.8720 0.15
C 3.8589 -2.6549 -0.1967 -0.42
C -0.8316 -0.8099 0.8424 -1.41
C 0.5736 3.4059 5.1592 -0.31
C -1.6232 2.9762 4.4427 -0.35
C -2.0277 -1.3974 -2.8503 -0.10
C 1.2062 -3.9911 3.1550 -0.78
C -0.4676 0.1107 -3.8313 -0.47
C -0.2542 4.5388 -3.2201 -0.29
C 1.6137 5.1373 -1.9333 -0.03
C 3.1657 3.7401 1.5064 -0.93
C -0.9782 -2.1864 -2.4912 -0.59
C 1.1580 -1.6712 4.4936 -0.14
C -3.5829 -0.4210 1.9670 -0.49
C 3.7242 -1.5966 -1.1055 0.19
C -0.7935 3.6621 5.3283 -0.67
C 1.6948 3.5604 -3.7132 -0.31
C 5.1873 -2.8005 -2.6330 -0.36
C 0.0392 1.8091 3.4860 -0.05
C -6.5297 -1.9128 -4.7015 -0.65
C 0.6786 4.6904 1.5185 -0.39
C -1.7803 -0.1918 -3.5643 -0.66
C 4.4280 -1.6411 -2.2984 -0.69
C 1.7875 -4.5659 -2.0022 -0.38
C 2.3448 4.2449 -2.7131 -0.39
C -4.6173 -1.4405 -0.3073 -0.58
C 2.0938 -3.8436 4.1959 -0.53
C -4.1831 0.4082 1.0517 -0.22
C 0.3126 5.2725 -2.1869 -0.46
C 1.7413 5.4153 1.9585 -0.51
C 0.5007 -0.7208 -3.3182 -0.32
C 2.1929 2.9228 0.9529 0.11
C -4.7565 -0.0923 -0.1356 -0.39
C 2.0281 -2.6745 4.8643 -0.61
C 0.9110 3.3970 1.0623 0.41
H -3.1661 -0.0553 2.8987 0.34
H 3.4065 -2.5521 0.7517 0.52
H -5.2506 0.5084 -0.9052 0.51
H 2.8924 -4.6097 -2.0116 0.19
H 1.4153 -3.6758 -2.3963 0.09
H -1.0883 -3.1157 -1.9397 0.52
H 0.2604 0.9887 2.7512 0.67
H -1.3065 4.5378 -3.4339 0.40
H 4.3613 -0.8267 -2.9738 0.45
H 4.2109 3.4583 1.4818 0.49
H 3.3183 4.0072 -2.3392 0.42
H -2.6677 3.2463 4.3968 0.38
H 2.2274 2.8780 -4.3788 0.41
H 2.7113 -2.4206 5.6174 0.43
H 1.5309 -0.4496 -3.4360 0.39
H -1.4938 -0.0580 0.4955 0.51
H -4.4150 1.4569 1.2822 0.41
H -6.0783 -1.6657 -5.6567 0.27
H -0.3449 5.1554 1.4924 0.35
H -2.5138 0.4972 -3.9788 0.43
H 5.8238 -2.8584 -3.4888 0.42
H -5.7632 -2.3178 -4.0129 0.21
H -1.1881 4.4056 5.9784 0.44
H 2.4579 1.9399 0.5575 0.34
H -3.0640 -1.7772 -2.6046 0.21
H -2.9436 -2.4818 2.2310 0.64
H 1.3389 3.9039 5.7585 0.39
H -1.0837 -1.7557 0.3978 0.31
H -0.7913 -0.9072 1.9553 0.31
H 2.0056 2.1615 4.2176 0.57
H -5.0630 -1.9698 -1.1312 0.73
H -0.3218 -3.1621 1.9809 0.17
H 1.2154 -4.8609 2.5963 0.57
H 3.0905 -0.7747 -0.8373 0.61
H 2.8370 -4.5928 4.4146 0.43
H -0.1471 0.9942 -4.3493 0.43
H 0.0866 2.7654 0.6644 0.27
H 4.8459 -4.6380 0.0507 0.30
H 1.6338 6.4486 2.2353 0.49
H -7.3639 -2.5935 -4.7811 0.31
H 1.1390 -0.7113 5.0334 0.37
H 1.4943 -5.5483 -2.4888 0.29
H 2.1819 5.6124 -1.1020 0.39
H -0.3514 5.8798 -1.6232 0.39
```

Results
energy	-2473.03232	hartree
E_HOMO	-0.33762	Ha


Record 4
DFT (the ωB97M-V functional and the def2-TZVPD basis) results for a structure of composition C38H46BBeBrF2KLiN2O23PS2.

XYZ file:
```
119
Properties=species:S:1:pos:R:3:mulliken_charge:R:1
Br -2.8509 0.6798 -2.4866 -0.10
K 1.6463 -3.4585 -1.4844 1.04
S 6.9679 -2.9942 1.3579 -0.33
S -5.7927 -1.4858 -2.3450 0.74
P 3.4512 4.0879 7.4962 1.09
F 1.9487 5.6488 1.2003 -0.86
F -4.0559 -4.6351 3.3417 -0.29
O 1.9757 3.5313 1.8583 -0.63
O 4.3642 3.0382 2.2013 -0.05
O 2.4842 4.4838 6.2585 -0.44
O 1.3920 1.5183 -5.9386 -0.32
O 4.7613 3.9994 6.5235 -0.29
O -0.1207 -5.4027 -6.8819 -0.56
O -1.1542 -2.8825 -6.3750 -0.57
O 2.3497 2.5910 -7.6711 -0.52
O -1.9816 -4.0265 0.6641 -0.17
O 2.9607 2.7729 7.9679 -0.68
O 0.3148 -1.2769 1.6081 -0.76
O -2.0256 -2.3003 -2.1850 0.31
O -3.4156 -4.3905 -1.0346 -0.59
O -0.8081 5.2826 0.0914 -0.38
O -4.0518 -4.7564 1.0867 -0.31
O -4.8998 -3.9929 -8.9270 -0.49
O -5.8641 -0.9995 -3.7489 -0.67
O 0.4165 1.4681 -7.9434 -0.34
O -4.0044 -6.6224 -9.1561 -0.47
O -2.5910 0.6028 2.4556 -0.55
O 3.1549 -3.3933 1.2238 -0.77
O 4.3223 4.6002 8.8054 -0.32
O -2.2575 3.9650 1.3546 -0.37
N 2.5424 -3.1006 3.5827 -0.61
N 5.4636 -1.5439 3.1742 -0.61
C -3.0698 -3.4489 -7.6323 -0.26
C 0.2871 0.7451 0.3433 1.05
C 6.1951 -2.0809 2.3605 0.48
C 2.7077 1.3394 1.7616 0.28
C -1.2214 -5.0665 -7.2664 0.45
C -2.1375 -4.0329 2.0972 -0.31
C -0.7144 -2.7597 -2.2615 -0.91
C -6.3186 -0.1342 -1.2823 -0.93
C -7.2353 -2.5206 -2.0642 -1.14
C -3.0932 1.8185 1.8702 -0.02
C -3.3484 -5.7919 -8.5734 0.28
C -0.6159 -3.9478 -3.2255 -0.98
C -2.0565 -6.0204 -7.9769 -0.30
C -0.0178 3.0128 -0.4424 0.58
C 4.5301 -0.5604 2.6662 0.40
C -3.1758 -4.3883 0.1334 0.51
C -0.2886 0.5273 -7.1332 -0.11
C 4.9074 0.7759 2.6474 0.65
C -0.7391 0.3099 -0.5017 -1.09
C -1.7888 -3.6866 -7.0311 0.61
C 2.3437 -0.0093 1.7523 0.03
C 2.5029 3.5475 5.1767 -0.46
C -1.0458 2.5648 -1.2621 -0.70
C -3.8697 -4.3751 -8.4281 0.33
C 1.7695 2.4648 1.3444 0.83
C -1.1451 4.8683 1.3648 -0.07
C 0.2369 4.5107 -0.4949 -1.20
C 0.6675 2.1127 0.3849 -0.23
C 0.9476 -0.2941 1.2669 0.53
C 0.1004 0.9356 -5.7279 0.22
C -2.1631 2.9564 2.3274 0.09
C 4.6685 6.0000 8.8856 -0.68
C 3.2825 -0.9662 2.2220 0.16
C -3.3033 -4.9735 2.2788 0.21
C 1.4725 1.9263 -7.2307 0.58
C 3.9842 1.6948 2.1951 -0.15
C 5.7410 3.0166 6.7835 -0.33
C -1.4150 1.2382 -1.3062 -0.63
B 2.9844 -2.5346 2.3140 0.81
Be 7.8783 1.4322 3.5591 -0.03
Li 6.4515 4.3481 0.9779 0.96
H -1.2320 -4.3789 2.5886 0.35
H -7.2811 0.2474 -1.6234 0.38
H -1.4478 5.7653 1.9173 0.44
H 3.7714 6.6150 8.9442 0.31
H -6.3939 -0.4903 -0.2542 0.32
H 0.4108 -4.3210 -3.3133 0.44
H -4.1216 1.9682 2.2067 0.36
H -0.5575 1.7006 -5.3090 0.12
H 5.0303 3.2127 1.5400 -0.37
H -1.0516 -0.7282 -0.5341 0.81
H -1.2551 -4.7655 -2.8894 0.35
H -3.0324 -6.0283 2.3485 0.30
H -1.1617 2.5141 2.3933 -0.15
H 1.7456 -2.6112 3.9741 0.25
H -2.9859 1.7634 0.7844 -0.02
H -2.3624 -3.0228 2.4407 0.14
H -0.0813 -1.9266 -2.6113 0.93
H -0.9559 -3.6531 -4.2143 0.01
H -2.8645 -0.1240 1.8895 0.21
H -0.3823 -3.0512 -1.2522 0.24
H 2.2674 -3.7068 1.0534 0.21
H 5.3358 2.1812 7.3566 0.37
H -2.5057 3.2747 3.3207 0.42
H -7.2822 -2.7985 -1.0110 0.34
H 0.0511 -0.4799 -7.3825 0.17
H 3.2999 -3.1454 4.2565 0.30
H 3.4100 3.6591 4.5868 0.24
H 2.4174 2.5258 5.5492 0.39
H 5.2539 6.1453 9.7894 0.24
H -1.6046 3.2466 -1.8940 0.63
H -8.1368 -1.9817 -2.3553 0.38
H 6.5911 3.4455 7.3182 0.30
H 1.2179 4.8282 -0.0967 0.38
H -2.5841 -3.0321 -1.8712 -0.05
H -5.5712 0.6536 -1.3403 0.21
H -1.6200 -7.0123 -8.0515 0.48
H 5.2657 6.2995 8.0213 0.30
H -0.3120 4.4243 1.9216 -0.01
H 0.2335 4.7770 -1.5607 0.50
H 5.9011 1.1072 2.9800 -0.77
H -3.5301 -2.4722 -7.5089 0.52
H 1.6485 3.7612 4.5388 0.13
H 0.1382 0.1273 -5.0143 -0.13
H 6.0921 2.6402 5.8187 -0.19
H -7.1322 -3.4166 -2.6728 0.33
H -1.3591 0.5933 -7.3109 0.29
```

Results
energy	-7873.59976	hartree
E_HOMO	-0.31709	Ha
net charge	+1


F_max in hartree/bohr, matching the order above: 0.0261; 0.0094; 0.0958; 0.1109